# 1
This record from the OMol25 dataset describes C4H8O in the gas phase at a distorted geometry. The level of theory is ωB97M-V with the def2-TZVPD basis set.

As for the SMILES: C[C@@H]1O[C@@H]1C. Its LUMO energy is 1.04 eV. For the relative energy (zero: lowest compared OMol25 entry of this formula, charge and spin), the calculation gives 2.5100 eV. The total charge is 0.

Last column: Löwdin charge in e.
Element x y z (Å)
1 C -1.054 0.590 1.164  -0.05
2 C -0.058 1.022 0.037  -0.28
3 O -0.624 0.741 -1.301  -0.04
4 C 0.614 0.136 -0.874  -0.40
5 C 0.744 -1.362 -0.659  -0.08
6 H -1.561 -0.371 1.016  0.07
7 H -1.794 1.392 1.346  0.07
8 H -0.466 0.428 2.143  0.09
9 H 0.344 2.016 0.209  0.13
10 H 1.438 0.582 -1.336  0.11
11 H 1.553 -1.877 -1.523  0.14
12 H -0.366 -1.725 -0.734  0.09
13 H 1.230 -1.572 0.512  0.14

# 2
This record from the OMol25 dataset describes C4H8O in the gas phase. The level of theory is ωB97M-V with the def2-TZVPD basis set.

As for the SMILES: OC1CCC1. Its LUMO energy is 1.12 eV. For the relative energy (zero: lowest compared OMol25 entry of this formula, charge and spin), the calculation gives 0.8805 eV. The total charge is 0.

Last column: Löwdin charge in e.
Element x y z (Å)
1 O 2.084 0.053 -0.362  -0.03
2 C 0.767 -0.436 -0.353  -0.40
3 C 0.006 -0.469 0.992  -0.13
4 C -1.236 0.111 0.277  -0.17
5 C -0.352 0.452 -0.944  -0.13
6 H 2.068 0.905 0.098  0.09
7 H 0.809 -1.419 -0.832  0.15
8 H 0.445 0.238 1.706  0.11
9 H -0.099 -1.439 1.487  0.10
10 H -1.723 0.957 0.770  0.10
11 H -1.996 -0.644 0.057  0.10
12 H -0.041 1.504 -0.959  0.11
13 H -0.731 0.188 -1.936  0.10

# 3
This record from the OMol25 dataset describes C4H8O in the gas phase at a distorted geometry. The level of theory is ωB97M-V with the def2-TZVPD basis set.

As for the SMILES: OCC1CC1. Its LUMO energy is 1.09 eV. For the relative energy (zero: lowest compared OMol25 entry of this formula, charge and spin), the calculation gives 2.2233 eV. The total charge is 0.

Last column: Löwdin charge in e.
Element x y z (Å)
1 O 2.240 -0.189 -0.532  -0.13
2 C 1.286 0.170 0.560  -0.17
3 C -0.033 0.053 -0.186  -0.29
4 C -1.330 0.821 -0.234  -0.12
5 C -1.335 -0.651 0.104  -0.12
6 H 2.344 -1.152 -0.637  0.09
7 H 1.534 1.207 0.831  0.12
8 H 1.412 -0.493 1.426  0.11
9 H 0.580 -0.132 -1.085  0.12
10 H -1.636 1.512 0.553  0.10
11 H -1.669 1.117 -1.225  0.09
12 H -1.642 -0.916 1.119  0.10
13 H -1.692 -1.353 -0.646  0.09

# 4
This record from the OMol25 dataset describes C4H8O in the gas phase at a distorted geometry. The level of theory is ωB97M-V with the def2-TZVPD basis set.

As for the SMILES: C/C=C/CO. Its LUMO energy is 1.03 eV. For the relative energy (zero: lowest compared OMol25 entry of this formula, charge and spin), the calculation gives 0.9434 eV. The total charge is 0.

Last column: Löwdin charge in e.
Element x y z (Å)
1 C 2.089 -0.215 -0.043  -0.12
2 C 0.586 -0.402 -0.090  -0.16
3 C -0.297 0.602 -0.038  -0.12
4 C -1.780 0.473 -0.054  -0.30
5 O -2.179 -0.865 -0.122  -0.07
6 H 2.639 -0.603 -0.927  0.07
7 H 2.383 0.831 0.064  0.06
8 H 2.535 -0.780 0.820  0.08
9 H 0.214 -1.423 -0.221  0.10
10 H 0.046 1.651 0.064  0.12
11 H -2.136 0.957 -1.001  0.13
12 H -2.182 1.005 0.820  0.12
13 H -1.917 -1.231 0.727  0.09

# 5
This record from the OMol25 dataset describes a molecular structure, C4H8O. The level of theory is ωB97M-V with the def2-TZVPD basis set.

Its LUMO energy is 0.99 eV. For the relative energy (zero: lowest compared OMol25 entry of this formula, charge and spin), the calculation gives 5.3426 eV. The total charge is 0.

Last column: Löwdin charge in e.
Element x y z (Å)
1 C -0.409 -0.028 -1.885  -0.21
2 C -0.368 -0.898 -0.656  -0.08
3 C 1.054 0.391 0.963  -0.12
4 C 0.021 0.057 1.919  -0.09
5 O -0.339 0.403 0.572  -0.18
6 H -1.233 0.695 -1.965  0.06
7 H 0.539 0.493 -2.055  0.06
8 H -0.549 -0.738 -2.713  0.08
9 H -1.419 -1.137 -0.465  0.02
10 H 1.607 -0.436 0.530  0.11
11 H 1.501 1.370 0.962  0.12
12 H -0.289 0.814 2.627  0.12
13 H -0.116 -0.986 2.167  0.12

# 6
This record from the OMol25 dataset describes C4H8O in the gas phase at a distorted geometry. The level of theory is ωB97M-V with the def2-TZVPD basis set.

As for the SMILES: CC1(C)CO1. Its LUMO energy is 0.98 eV. For the relative energy (zero: lowest compared OMol25 entry of this formula, charge and spin), the calculation gives 2.4921 eV. The total charge is 0.

Last column: Löwdin charge in e.
Element x y z (Å)
1 C 0.321 1.123 -1.014  -0.01
2 C -0.176 -0.057 -0.232  -0.66
3 C -0.431 0.191 1.252  -0.04
4 C 0.322 -1.422 -0.278  0.01
5 O -1.167 -0.950 -0.617  -0.03
6 H 1.280 1.406 -0.562  0.09
7 H 0.484 0.912 -2.072  0.09
8 H -0.364 1.969 -0.912  0.08
9 H 0.498 0.423 1.774  0.09
10 H -0.859 -0.727 1.681  0.09
11 H -1.173 0.980 1.359  0.09
12 H 0.445 -2.149 -1.054  0.10
13 H 0.820 -1.698 0.675  0.11

# 7
This record from the OMol25 dataset describes 2 unconnected molecules or ions with the total composition C4H8O. The level of theory is ωB97M-V with the def2-TZVPD basis set.

As for the SMILES: CC=O.C=C. Its LUMO energy is 1.04 eV. For the relative energy (zero: lowest compared OMol25 entry of this formula, charge and spin), the calculation gives 1.4390 eV. The total charge is 0.

Last column: Löwdin charge in e.
Element x y z (Å)
1 C -0.850 -1.501 0.105  -0.06
2 C -0.877 -0.445 1.175  -0.37
3 O -1.687 0.447 1.242  0.03
4 H -1.462 -1.195 -0.748  0.09
5 H 0.173 -1.695 -0.231  0.07
6 H -1.237 -2.437 0.527  0.08
7 H -0.091 -0.545 1.957  0.12
8 C 1.242 1.044 -1.267  -0.07
9 C 0.812 1.472 -0.088  -0.10
10 H 0.792 1.350 -2.214  0.05
11 H 2.019 0.286 -1.326  0.05
12 H 1.199 1.074 0.851  0.05
13 H -0.033 2.145 0.017  0.06

# 8
This record from the OMol25 dataset describes C4H8O in the gas phase at a distorted geometry. The level of theory is ωB97M-V with the def2-TZVPD basis set.

As for the SMILES: C1CCOC1. Its LUMO energy is 1.15 eV. For the relative energy (zero: lowest compared OMol25 entry of this formula, charge and spin), the calculation gives 1.0233 eV. The total charge is 0.

Last column: Löwdin charge in e.
Element x y z (Å)
1 C -0.849 0.572 -0.090  -0.20
2 C 0.492 0.546 -0.708  -0.20
3 C 0.793 -0.902 -0.538  -0.22
4 O 0.429 -1.062 0.826  -0.14
5 C -0.522 -0.105 1.255  -0.20
6 H -1.584 -0.063 -0.586  0.12
7 H -1.240 1.580 0.048  0.11
8 H 1.250 1.142 -0.200  0.13
9 H 0.472 0.931 -1.727  0.12
10 H 1.874 -1.021 -0.610  0.11
11 H 0.419 -1.715 -1.161  0.12
12 H -0.094 0.672 1.888  0.12
13 H -1.441 -0.576 1.602  0.12

# 9
This record from the OMol25 dataset describes C4H8O in the gas phase at a distorted geometry. The level of theory is ωB97M-V with the def2-TZVPD basis set.

As for the SMILES: CCC(C)=O. Its LUMO energy is 0.96 eV. For the relative energy (zero: lowest compared OMol25 entry of this formula, charge and spin), the calculation gives 1.2340 eV. The total charge is 0.

Last column: Löwdin charge in e.
Element x y z (Å)
1 C 1.640 -0.560 0.422  -0.11
2 C 0.641 -0.270 -0.679  -0.20
3 C -0.945 -0.427 -0.121  -0.37
4 C -1.631 0.935 0.285  0.01
5 O -1.436 -1.522 -0.103  0.07
6 H 1.346 0.342 0.976  0.08
7 H 2.616 -0.435 -0.067  0.08
8 H 1.498 -1.509 0.851  0.06
9 H 0.761 -0.804 -1.618  0.09
10 H 0.804 0.840 -0.825  0.09
11 H -2.500 0.788 -0.282  0.06
12 H -1.822 0.930 1.314  0.06
13 H -0.972 1.692 -0.153  0.07

# 10
This record from the OMol25 dataset describes 3 unconnected molecules or ions with the total composition C4H8O. The level of theory is ωB97M-V with the def2-TZVPD basis set.

As for the SMILES: C1=CC1.[H][H].C=O. Its LUMO energy is 0.92 eV. For the relative energy (zero: lowest compared OMol25 entry of this formula, charge and spin), the calculation gives 4.6458 eV. The total charge is 0.

Last column: Löwdin charge in e.
Element x y z (Å)
1 C 0.252 -1.375 -0.728  -0.10
2 C 0.774 -0.244 -1.061  -0.08
3 C 1.517 -1.011 -0.011  -0.16
4 H -0.466 -2.155 -0.936  0.10
5 H 0.798 0.601 -1.731  0.09
6 H 1.481 -0.678 1.028  0.06
7 H 2.456 -1.511 -0.266  0.08
8 H -1.125 2.562 -0.274  0.02
9 H -0.584 2.861 -0.689  0.04
10 C -1.313 0.201 1.149  -0.17
11 O -2.158 1.016 0.869  -0.06
12 H -1.523 -0.889 1.173  0.09
13 H -0.287 0.495 1.433  0.07

# 11
This record from the OMol25 dataset describes 2 unconnected molecules or ions with the total composition C4H8O at a distorted geometry. The level of theory is ωB97M-V with the def2-TZVPD basis set.

Its LUMO energy is -1.37 eV. For the relative energy (zero: lowest compared OMol25 entry of this formula, charge and spin), the calculation gives 4.8029 eV. The total charge is 0.

Last column: Löwdin charge in e.
Element x y z (Å)
1 O -1.930 0.026 -0.629  -0.04
2 C -1.252 0.602 0.247  -0.44
3 C 0.110 0.823 0.329  -0.04
4 C 0.977 -0.067 -0.522  -0.25
5 C 1.746 -1.085 0.344  -0.11
6 H -1.838 1.232 1.014  0.12
7 H -0.400 -0.774 1.522  0.27
8 H 0.397 1.762 0.706  0.10
9 H 1.729 0.528 -1.049  0.12
10 H 0.349 -0.589 -1.204  0.09
11 H 2.372 -1.751 -0.188  0.05
12 H 2.376 -0.510 0.951  0.05
13 H 0.967 -1.745 0.891  0.08

# 12
This record from the OMol25 dataset describes C4H8O in the gas phase at a distorted geometry. The level of theory is ωB97M-V with the def2-TZVPD basis set.

As for the SMILES: C[C@@H]1O[C@@H]1C. Its LUMO energy is 1.17 eV. For the relative energy (zero: lowest compared OMol25 entry of this formula, charge and spin), the calculation gives 2.0086 eV. The total charge is 0.

Last column: Löwdin charge in e.
Element x y z (Å)
1 C -0.879 -1.467 -0.146  -0.04
2 C -0.476 -0.369 0.859  -0.24
3 O -1.141 0.720 0.185  -0.08
4 C 0.212 0.889 0.460  -0.35
5 C 1.240 1.006 -0.618  -0.04
6 H -0.180 -1.554 -0.989  0.07
7 H -1.026 -2.395 0.377  0.06
8 H -1.859 -1.237 -0.670  0.10
9 H -0.624 -0.402 1.974  0.14
10 H 0.223 1.674 1.219  0.14
11 H 2.228 1.131 -0.161  0.08
12 H 1.021 1.884 -1.230  0.08
13 H 1.262 0.121 -1.258  0.07